No. 1
{
  "formula": "FH3N3P3",
  "method": "the ωB97M-V functional and the def2-TZVPD basis",
  "energy_ev": -35099.1184,
  "e_above_lowest_kcal_mol": 93.6,
  "orbital_gap_ha": 0.29846,
  "fmax_ev_per_a": 2.2,
  "homo_energy_ev": -8.835,
  "symbols": ["H", "P", "N", "P", "N", "P", "N", "F", "H", "H"],
  "xyz": [[-2.24885, -2.42442, -0.57026], [-1.41521, -2.17968, 0.59642], [-0.74453, -0.77670, 0.72502], [-0.38604, 0.80365, 0.33907], [1.13909, 1.16407, 0.92599], [2.59982, 0.34480, 0.72499], [2.03313, -0.95473, -0.02196], [2.97816, -1.82921, -0.41633], [0.13151, 0.85717, -1.05919], [1.13190, 1.80425, 1.72741]],
  "forces_ev_per_angstrom": [[0.251, 0.949, -0.470], [0.538, 0.030, 1.353], [-0.253, -0.536, -1.070], [-1.220, 0.228, -1.765], [1.353, 0.255, 1.413], [-0.167, -0.439, -0.144], [-1.289, 1.486, 0.549], [1.478, -0.928, -0.435], [-0.837, -0.672, 1.053], [0.148, -0.374, -0.483]],
  "lowdin_charge": [-0.1844, 0.7021, -0.7453, 0.6114, -0.6140, 0.8316, -0.3669, -0.1971, -0.0491, 0.0117]
}

No. 2
{
  "formula": "C2H9N3",
  "method": "the ωB97M-V functional and the def2-TZVPD basis",
  "s_squared": 0.7538,
  "charge": -1,
  "energy_ev": -6687.0528,
  "e_above_lowest_kcal_mol": 36.9,
  "orbital_gap_ha": [0.10756, 0.20520],
  "fmax_ev_per_a": 2.4,
  "multiplicity": 2,
  "homo_energy_ev": [0.686, -2.067],
  "symbols": ["C", "N", "H", "H", "H", "H", "H", "N", "C", "N", "H", "H", "H", "H"],
  "xyz": [[0.87442, 1.45661, 2.26312], [-0.49336, 1.64697, 2.76909], [1.50959, 1.38201, 3.15691], [1.00104, 0.41532, 1.94069], [1.32949, 2.10324, 1.51070], [-1.11228, 1.58159, 1.96551], [-0.55768, 2.63103, 3.03009], [-0.57827, -2.65704, -2.56343], [-0.24865, -1.33593, -2.17536], [-0.25339, -0.20654, -2.90247], [-1.50480, -2.99447, -2.40329], [0.10449, -3.28819, -2.96101], [0.43282, -1.32336, -1.29335], [-0.50343, 0.58875, -2.33718]],
  "forces_ev_per_angstrom": [[0.767, -1.845, 1.301], [0.257, 0.931, -0.947], [0.196, 0.742, -0.141], [-0.440, 0.251, -0.559], [-0.439, 0.279, 0.050], [-0.185, -0.205, 0.079], [-0.161, -0.189, 0.192], [0.230, 0.338, -0.616], [0.793, 0.331, 2.281], [-0.936, -0.310, -1.782], [-0.083, -0.223, -0.237], [-0.181, -0.071, -0.045], [-0.248, -0.225, 0.073], [0.430, 0.197, 0.351]],
  "lowdin_charge": [-0.2271, -0.0814, 0.0562, 0.0663, 0.0619, 0.0481, 0.0440, -0.0898, -0.6414, -0.1702, 0.0058, 0.0099, 0.0146, -0.0969]
}

No. 3
{
  "formula": "C6H10CdO3",
  "method": "the ωB97M-V functional and the def2-TZVPD basis",
  "s_squared": 0.7514,
  "charge": 1,
  "energy_ev": -17080.0537,
  "orbital_gap_ha": [0.33230, 0.28720],
  "fmax_ev_per_a": 5.5,
  "multiplicity": 2,
  "homo_energy_ev": [-12.513, -13.755],
  "symbols": ["O", "Cd", "O", "C", "O", "C", "H", "H", "C", "C", "H", "H", "H", "C", "C", "H", "H", "H", "H", "H"],
  "xyz": [[1.63526, -1.26032, -0.44406], [1.20791, -2.38246, -2.98683], [-0.17277, -1.68172, -1.64689], [0.37450, -1.38254, -0.58667], [-0.22920, -0.55722, 0.30361], [-1.54858, 0.00035, 0.00552], [-1.95977, 0.15397, 1.00881], [-2.07280, -0.76521, -0.57432], [-1.42354, 1.28373, -0.74736], [-1.88909, 1.44642, -1.98505], [-0.91000, 2.10207, -0.23500], [-1.86135, 2.42191, -2.47278], [-2.26304, 0.60175, -2.56817], [1.62877, -0.07206, 0.91390], [1.37038, -0.18176, 2.39643], [2.71509, -0.07526, 0.78250], [1.40163, 0.91450, 0.49682], [1.50439, -1.21145, 2.74980], [2.11002, 0.44993, 2.90591], [0.38221, 0.19538, 2.68382]],
  "forces_ev_per_angstrom": [[-0.491, -0.177, 2.573], [1.236, -0.731, -1.488], [-1.833, -1.281, 0.549], [-0.376, 4.877, -0.091], [-1.480, -2.316, -0.734], [-0.091, -0.331, -0.046], [-0.228, -0.141, -0.373], [-0.248, 0.271, 0.294], [0.212, 0.154, -0.318], [0.334, -0.048, 0.085], [-0.410, -0.099, -0.039], [0.081, -0.331, 0.085], [-0.228, 0.288, 0.284], [5.119, 2.112, 0.014], [-1.063, -0.849, -0.270], [-0.017, -0.445, 0.195], [-0.705, -0.710, -0.287], [-0.058, 0.274, 0.077], [0.109, -0.181, -0.403], [0.136, -0.335, -0.106]],
  "lowdin_charge": [0.0123, 1.1259, -0.1729, -0.6764, -0.0790, -0.1040, 0.1416, 0.1317, -0.1443, 0.0512, 0.1132, 0.0750, 0.0757, -0.0347, -0.0478, 0.1116, 0.1274, 0.1022, 0.1075, 0.0838]
}

No. 4
{
  "formula": "H14O7",
  "method": "the ωB97M-V functional and the def2-TZVPD basis",
  "energy_ev": -14560.1007,
  "e_above_lowest_kcal_mol": 31.4,
  "orbital_gap_ha": 0.41154,
  "fmax_ev_per_a": 3.8,
  "homo_energy_ev": -10.871,
  "symbols": ["O", "H", "H", "O", "H", "H", "O", "H", "H", "O", "H", "H", "O", "H", "H", "O", "H", "H", "O", "H", "H"],
  "xyz": [[0.67514, -1.97722, 1.70218], [-0.10903, -2.69399, 1.67299], [0.25951, -1.08975, 1.96915], [-1.97381, 0.82113, -0.12731], [-2.82941, 1.31847, -0.35865], [-1.27425, 1.47520, -0.55692], [-1.59581, -1.43445, -1.80574], [-2.44468, -1.90600, -1.45243], [-1.60936, -0.48959, -1.33879], [1.03002, -1.52054, -0.89550], [0.77823, -1.87722, 0.05762], [0.24098, -1.72047, -1.46639], [0.03839, 0.53937, 1.99582], [0.88034, 0.88052, 1.68551], [-0.70354, 0.86755, 1.37644], [0.02820, 2.55381, -0.68424], [0.91000, 1.98740, -0.77595], [0.04090, 3.08530, 0.12613], [1.97498, 0.92858, -0.19515], [2.90931, 0.90865, -0.47950], [1.53407, -0.03154, -0.37966]],
  "forces_ev_per_angstrom": [[-3.122, -2.138, 0.120], [2.642, 2.614, 0.403], [0.343, -0.960, -0.411], [-0.549, 2.579, -1.695], [1.687, -1.263, 0.674], [-0.845, -0.992, 1.035], [-2.280, 1.084, 1.852], [2.431, 1.456, -0.938], [-0.366, -2.706, -0.941], [-1.020, -0.753, 1.349], [0.738, 0.857, -1.857], [0.696, 0.401, 0.735], [-1.951, 0.676, -0.601], [0.140, 0.234, -0.450], [1.648, -0.740, 1.123], [0.860, -0.792, -0.555], [-1.594, 1.231, 0.927], [0.425, -0.344, -0.344], [-0.282, -1.798, -0.355], [-0.802, -0.280, 0.152], [1.203, 1.634, -0.223]],
  "lowdin_charge": [-0.1395, 0.1359, 0.0180, -0.1503, 0.1069, 0.0537, -0.1628, 0.0961, 0.0551, -0.1335, 0.0410, 0.0306, -0.0707, 0.0301, 0.0653, -0.1185, 0.0593, 0.0582, -0.1306, 0.0787, 0.0771]
}